Density functional theory data (the ωB97M-V functional and the def2-TZVPD basis) for C29H37FIrN3O as an isolated structure.

Structure (ORCA input):
```
! RIJCOSX wB97M-V def2-TZVPD def2/J DEFGRID3
* xyz 1 6
Ir 0.321 0.234 0.698
C 0.339 4.552 -0.641
C 1.014 4.261 0.703
C 2.147 3.244 0.534
C 0.063 3.927 1.854
C 0.109 4.756 2.976
C -0.659 4.511 4.101
C -1.492 3.407 4.118
C -1.602 2.553 3.018
C -2.566 1.373 3.171
C -3.950 1.596 2.551
C -2.016 0.008 2.761
C -0.821 2.848 1.896
N -0.898 1.985 0.736
C -1.892 2.200 -0.134
C -2.823 3.280 -0.023
C -3.783 3.486 -0.977
C -3.881 2.629 -2.082
C -2.998 1.559 -2.232
C -2.036 1.367 -1.282
F -1.190 0.337 -1.447
H 1.066 5.005 -1.319
H -0.498 5.247 -0.537
H -0.024 3.639 -1.124
H 1.482 5.195 1.016
H 1.778 2.284 0.168
H 2.672 3.070 1.476
H 2.872 3.621 -0.192
H 0.785 5.603 2.964
H -0.596 5.164 4.962
H -2.079 3.191 5.004
H -2.725 1.319 4.249
H -3.937 1.479 1.464
H -4.341 2.589 2.784
H -4.651 0.857 2.947
H -1.997 -0.113 1.670
H -2.676 -0.784 3.123
H -1.017 -0.180 3.160
H -2.742 3.942 0.829
H -4.469 4.317 -0.875
H -4.645 2.794 -2.831
H -3.050 0.885 -3.077
C -0.298 -5.345 0.458
N -0.096 -4.167 1.306
C -0.357 -4.238 2.742
C 0.253 -3.014 0.752
O 0.398 -1.957 1.380
H -0.270 -6.232 1.083
H 0.497 -5.426 -0.280
H -1.260 -5.314 -0.053
H -0.065 -5.220 3.105
H -1.416 -4.078 2.958
H 0.222 -3.475 3.251
H 0.437 -3.067 -0.327
C 4.070 -0.867 1.744
C 4.392 -0.332 0.377
C 5.682 -0.274 -0.103
C 5.956 0.224 -1.376
C 4.924 0.680 -2.196
C 3.614 0.651 -1.773
C 2.481 1.153 -2.623
C 3.336 0.140 -0.465
N 2.084 0.127 -0.035
H 4.979 -1.020 2.324
H 3.539 -1.821 1.677
H 3.420 -0.185 2.296
H 6.495 -0.615 0.527
H 6.979 0.261 -1.730
H 5.153 1.067 -3.183
H 2.833 1.437 -3.614
H 2.009 2.026 -2.161
H 1.701 0.396 -2.736
*
```

**HOMO (alpha / beta)**: -0.358 / -0.391 hartree
**Relative energy (zero: lowest compared OMol25 entry of this formula, charge and spin)**: 0.319 eV
**LUMO (alpha / beta)**: -1.891 / -5.170 eV
**Maximum force**: 0.62 eV/A
**Gap between HOMO and LUMO (alpha / beta)**: 7.85 / 5.47 eV

***

Density functional theory data (the ωB97M-V functional and the def2-TZVPD basis) for C45H55F2GdN2O4Se as an isolated structure.

Structure (ORCA input):
```
! RIJCOSX wB97M-V def2-TZVPD def2/J DEFGRID3
* xyz -2 8
Gd 1.700 1.691 -0.821
O 0.523 3.625 -1.305
C 0.236 4.879 -1.237
C -0.308 5.694 -2.278
C -0.667 7.017 -2.025
C -0.471 7.576 -0.778
C 0.068 6.787 0.266
C 0.402 5.492 0.055
C 0.705 4.509 1.072
N 1.575 4.600 1.998
C 1.607 3.399 2.827
C 2.935 2.641 2.652
N 3.294 2.187 1.311
C 4.569 2.135 1.123
C 5.328 1.503 0.053
C 6.736 1.703 0.160
C 7.633 1.025 -0.639
C 7.118 0.063 -1.529
C 5.783 -0.179 -1.614
C 4.811 0.548 -0.847
O 3.559 0.332 -0.978
H -0.490 5.281 -3.237
H -1.176 7.563 -2.797
H -0.787 8.599 -0.545
H 0.151 7.272 1.226
H 0.091 3.640 0.965
H 0.740 2.761 2.665
H 1.632 3.671 3.886
H 2.878 1.742 3.277
H 3.749 3.299 3.026
H 5.212 2.588 1.897
H 7.075 2.416 0.906
H 8.707 1.167 -0.552
H 7.827 -0.439 -2.178
H 5.407 -0.925 -2.309
C -2.585 -3.144 4.491
C -3.369 -1.887 4.030
C -3.855 -1.157 5.286
C -4.605 -2.348 3.231
C -2.557 -0.973 3.126
C -1.277 -1.243 2.651
C -0.619 -0.397 1.777
Se 1.122 -0.894 1.181
C 0.637 -2.037 -0.247
C 0.362 -3.380 0.007
C 0.092 -4.297 -1.014
C 0.202 -3.790 -2.321
C 0.498 -2.478 -2.626
C 0.667 -1.505 -1.554
O 0.844 -0.244 -1.757
C 0.558 -2.095 -4.128
C 1.421 -3.146 -4.891
C 1.152 -0.728 -4.404
C -0.854 -2.047 -4.730
C -0.463 -5.695 -0.730
C 0.426 -6.816 -1.375
C -0.539 -5.950 0.789
C -1.907 -5.770 -1.268
C -1.178 0.823 1.308
O -0.440 1.605 0.620
C -2.562 1.038 1.686
C -3.153 0.182 2.596
C -3.434 2.132 1.088
C -3.841 3.140 2.207
C -2.784 2.941 -0.056
C -4.692 1.501 0.431
H -3.220 -3.755 5.158
H -2.246 -3.768 3.645
H -1.679 -2.850 5.079
H -4.519 -1.808 5.870
H -3.008 -0.799 5.857
H -4.474 -0.301 4.975
H -5.138 -3.069 3.838
H -5.267 -1.516 3.017
H -4.337 -2.824 2.289
H -0.756 -2.155 2.938
H 0.348 -3.667 1.064
H 0.053 -4.513 -3.118
H 2.447 -3.133 -4.493
H 1.007 -4.161 -4.842
H 1.544 -2.883 -5.962
H 2.102 -0.602 -3.893
H 1.307 -0.633 -5.496
H 0.457 0.038 -4.021
H -1.310 -3.056 -4.676
H -1.501 -1.382 -4.174
H -0.866 -1.691 -5.767
H 1.422 -6.850 -0.950
H -0.034 -7.792 -1.179
H 0.568 -6.698 -2.453
H 0.418 -5.920 1.315
H -1.226 -5.227 1.200
H -0.963 -6.959 0.961
H -1.928 -5.517 -2.330
H -2.349 -6.757 -1.076
H -2.523 -5.041 -0.746
H -4.177 0.423 2.891
H -2.955 3.584 2.654
H -4.426 3.955 1.769
H -4.458 2.635 2.962
H -1.986 3.562 0.289
H -2.331 2.301 -0.798
H -3.538 3.537 -0.556
H -5.314 0.857 1.059
H -5.373 2.323 0.116
H -4.388 0.933 -0.463
F 3.766 4.445 -2.075
C 3.113 3.290 -2.502
F 4.066 2.681 -3.304
H 2.258 3.561 -3.176
*
```

**HOMO (alpha / beta)**: -0.076 / -0.081 hartree
**LUMO (alpha / beta)**: 3.965 / 3.965 eV
**Maximum force**: 1.95 eV/A
**Gap between HOMO and LUMO (alpha / beta)**: 6.04 / 6.17 eV

***

Density functional theory data (the ωB97M-V functional and the def2-TZVPD basis) for C21H35BNiO2P2 as an isolated structure.

Structure (ORCA input):
```
! RIJCOSX wB97M-V def2-TZVPD def2/J DEFGRID3
* xyz 0 3
P -1.659 1.791 -1.098
P 1.020 -0.577 1.306
C -1.841 -0.247 0.151
C -0.781 -0.967 0.862
H -1.970 -0.652 -0.872
H -2.845 -0.236 0.626
H -1.207 -1.091 1.867
H -0.547 -1.956 0.430
C 2.547 -1.377 0.683
H 3.355 -1.147 1.393
H 2.844 -0.981 -0.298
H 2.428 -2.464 0.583
C 0.712 -1.475 2.841
H 0.692 -2.542 2.577
H -0.280 -1.231 3.257
H 1.433 -1.256 3.617
C -1.488 2.518 -2.845
H -1.196 3.555 -2.679
H -2.402 2.481 -3.467
H -0.664 1.997 -3.377
C -3.333 2.291 -0.509
H -3.661 1.609 0.299
H -4.096 2.350 -1.301
H -3.159 3.292 -0.058
Ni -0.643 -0.469 -1.893
C -1.568 -2.749 -1.471
C -0.271 -2.533 -1.975
C -0.004 -2.777 -3.483
C -0.985 -1.931 -4.297
C -1.135 -0.591 -3.615
C -2.348 -0.249 -2.972
C -3.400 -1.259 -2.563
C -2.835 -2.671 -2.231
C 1.145 2.170 0.523
H -1.747 -3.143 -0.464
H 0.633 -2.751 -1.381
H -0.100 -3.814 -3.862
H 1.044 -2.428 -3.630
H -0.559 -1.801 -5.291
H -1.957 -2.432 -4.410
H -0.377 0.186 -3.883
H -2.786 0.769 -2.870
H -4.203 -1.403 -3.322
H -3.875 -0.797 -1.654
H -3.620 -3.079 -1.576
H -2.798 -3.286 -3.153
H 0.149 2.615 0.731
H 1.111 1.613 -0.439
H 1.866 2.960 0.395
O 3.229 1.311 1.882
B 1.699 1.348 1.804
O 1.294 1.613 3.218
C 2.403 1.822 3.945
C 2.518 2.171 5.277
C 3.787 2.573 5.756
C 4.924 2.407 4.957
C 4.829 1.850 3.697
C 3.560 1.651 3.155
H 1.664 2.123 5.916
H 3.865 2.999 6.737
H 5.901 2.712 5.356
H 5.689 1.584 3.098
*
```

**HOMO (alpha / beta)**: -0.212 / -0.253 hartree
**Relative energy (zero: lowest compared OMol25 entry of this formula, charge and spin)**: 6.610 eV
**LUMO (alpha / beta)**: -0.225 / -0.936 eV
**Maximum force**: 2.66 eV/A
**Gap between HOMO and LUMO (alpha / beta)**: 5.55 / 5.96 eV

***

Density functional theory data (the ωB97M-V functional and the def2-TZVPD basis) for C34H58CoN2O4Si as an isolated structure.

Structure (ORCA input):
```
! RIJCOSX wB97M-V def2-TZVPD def2/J DEFGRID3
* xyz 1 5
O 1.866 -2.327 -1.641
O 0.794 -0.855 -3.179
C 3.073 -2.176 -0.850
C 3.658 -3.495 -0.395
H 2.837 -1.553 0.028
H 3.812 -1.637 -1.465
H 3.231 -3.821 0.559
H 4.724 -3.360 -0.208
H 3.579 -4.310 -1.127
C 0.812 -3.121 -1.056
C 0.064 -3.786 -2.183
H 0.166 -2.430 -0.490
H 1.300 -3.841 -0.393
H -0.385 -3.083 -2.898
H -0.754 -4.359 -1.739
H 0.693 -4.498 -2.732
C -0.584 -0.496 -3.906
C 1.881 -0.911 -4.178
C -1.748 -0.958 -3.101
H -0.523 -0.965 -4.890
H -0.546 0.593 -4.025
H -2.015 -1.976 -3.393
H -2.627 -0.328 -3.292
H -1.560 -0.937 -2.026
C 1.810 -2.259 -4.828
H 2.831 -0.768 -3.656
H 1.757 -0.098 -4.878
H 1.816 -3.077 -4.103
H 2.663 -2.388 -5.485
H 0.904 -2.370 -5.425
H 1.135 -1.736 -2.690
N -0.649 -0.207 2.806
C -1.442 0.237 3.793
C -2.216 1.388 3.665
C -2.479 2.092 2.488
C -1.557 -0.591 5.036
H -0.583 -0.922 5.425
H -2.185 -1.481 4.862
H -2.043 0.025 5.801
C -3.673 3.009 2.427
H -4.385 2.706 1.643
H -3.391 4.053 2.234
H -4.199 2.981 3.387
N -1.708 1.970 1.402
C -0.257 -1.574 2.735
C 0.987 -1.999 3.242
C 1.893 -1.094 4.008
C 1.386 -3.321 3.030
H 2.383 -3.615 3.350
C 0.516 -4.248 2.450
H 0.843 -5.286 2.312
C -0.760 -3.848 2.079
H -1.464 -4.572 1.649
C -1.170 -2.523 2.226
C -2.580 -2.134 1.898
C -2.014 2.672 0.197
C -1.554 3.997 0.007
C -0.957 4.784 1.135
C -1.670 4.573 -1.258
H -1.275 5.582 -1.414
C -2.254 3.875 -2.308
H -2.295 4.321 -3.305
C -2.837 2.622 -2.085
H -3.362 2.103 -2.889
C -2.762 2.032 -0.817
C -3.420 0.716 -0.537
Co -0.085 0.995 1.548
H 2.522 -0.491 3.342
H 2.557 -1.700 4.639
H 1.344 -0.408 4.665
H -2.664 -1.086 1.580
H -3.246 -2.259 2.767
H -2.970 -2.762 1.087
H -0.338 5.602 0.735
H -0.331 4.165 1.794
H -1.735 5.252 1.756
H -4.031 0.750 0.378
H -2.676 -0.087 -0.411
H -4.084 0.422 -1.361
H -2.765 1.698 4.551
C 0.540 0.652 -0.161
Si 1.750 1.725 -1.177
H -0.311 0.299 -0.800
H 1.050 -0.336 0.049
C 3.532 1.121 -1.346
C 1.872 3.333 -0.226
C 1.154 2.321 -2.872
H 1.509 3.361 -2.982
H 0.061 2.348 -2.943
H 1.553 1.759 -3.730
H 3.865 0.601 -0.440
H 4.186 2.002 -1.471
H 3.718 0.467 -2.213
H 2.259 3.137 0.779
H 0.887 3.803 -0.168
H 2.556 3.983 -0.778
O 0.723 2.856 3.395
C 1.692 2.115 3.128
O 1.756 1.265 2.140
H 2.621 2.097 3.721
*
```

**HOMO (alpha / beta)**: -0.376 / -0.396 hartree
**LUMO (alpha / beta)**: -1.856 / -3.571 eV
**Maximum force**: 4.60 eV/A
**Gap between HOMO and LUMO (alpha / beta)**: 8.39 / 7.21 eV

***

Density functional theory data (the ωB97M-V functional and the def2-TZVPD basis) for C14H26MgNP as an isolated structure.

Structure (ORCA input):
```
! RIJCOSX wB97M-V def2-TZVPD def2/J DEFGRID3
* xyz 0 1
C -2.722 0.114 2.587
C -2.049 -1.074 2.308
C -0.877 -1.075 1.520
C -0.459 0.106 0.928
C -1.093 1.302 1.240
C -2.226 1.313 2.096
C -0.271 -2.426 1.277
C 0.595 -2.674 0.010
N 0.275 -1.911 -1.229
Mg 1.261 -0.347 -0.445
C -0.512 2.600 0.708
P 0.611 2.138 -0.703
H -2.419 -2.044 2.651
H -2.699 2.279 2.348
H -3.614 0.090 3.236
H 0.119 3.091 1.477
H -1.277 3.328 0.371
H 0.409 -2.649 2.118
H -1.052 -3.203 1.261
H 1.656 -2.463 0.294
C 1.357 3.740 -1.106
C -0.625 1.992 -2.014
H 0.501 -3.734 -0.240
C -1.196 -1.618 -1.397
C 0.678 -2.761 -2.408
H 3.323 0.081 -0.222
H -1.611 -2.249 -2.184
H -1.735 -1.872 -0.497
H -1.324 -0.561 -1.653
H -0.238 -3.182 -2.849
H 1.221 -2.194 -3.159
H 1.268 -3.623 -2.073
H -1.101 2.958 -2.184
H -0.121 1.670 -2.929
H -1.402 1.267 -1.780
H 0.585 4.518 -1.186
H 2.089 4.008 -0.333
H 1.877 3.632 -2.067
H 3.271 -0.057 -1.015
C 2.257 0.269 1.518
H 2.752 1.254 1.471
H 3.015 -0.412 1.941
H 1.497 0.379 2.315
*
```

**HOMO**: -0.225 hartree
**Relative energy (zero: lowest compared OMol25 entry of this formula, charge and spin)**: 0.723 eV
**LUMO**: 0.129 eV
**Maximum force**: 3.49 eV/A
**Gap between HOMO and LUMO**: 6.25 eV

***

Density functional theory data (the ωB97M-V functional and the def2-TZVPD basis) for one molecule with the formula C24H33N5O2.

Structure (ORCA input):
```
! RIJCOSX wB97M-V def2-TZVPD def2/J DEFGRID3
* xyz 0 1
C 1.040 1.146 -2.804
C 0.713 -0.010 -3.741
C 0.172 -1.226 -2.978
N 1.157 -1.776 -2.083
C 2.237 -2.537 -2.451
C 2.589 -3.038 -3.700
C 3.737 -3.795 -3.789
C 4.530 -4.058 -2.669
C 4.191 -3.572 -1.427
C 3.035 -2.804 -1.309
C 2.387 -2.154 -0.217
C 2.638 -2.011 1.162
N 1.843 -1.329 1.922
N 0.763 -0.746 1.409
C -0.033 -0.006 2.370
C 0.286 1.503 2.357
O 0.766 2.068 3.317
N 0.004 2.081 1.183
C 0.173 3.493 0.947
C -1.114 4.147 0.450
C -2.252 4.050 1.468
N -2.751 2.695 1.630
C -3.420 2.518 2.907
C -3.803 1.057 3.122
C -4.673 0.553 1.976
C -3.974 0.811 0.643
C -4.842 0.380 -0.534
C -3.630 2.297 0.546
C 0.347 -0.791 0.093
O -0.692 -0.225 -0.259
C 1.243 -1.538 -0.743
H 1.337 2.024 -3.372
H 1.856 0.882 -2.134
H 0.171 1.397 -2.200
H -0.048 0.303 -4.458
H 1.608 -0.296 -4.298
H -0.688 -0.925 -2.377
H -0.135 -2.005 -3.682
H 1.984 -2.845 -4.573
H 4.033 -4.196 -4.747
H 5.421 -4.656 -2.787
H 4.801 -3.777 -0.560
H 3.490 -2.457 1.650
H -1.088 -0.144 2.122
H 0.196 -0.399 3.361
H -0.514 1.545 0.495
H 0.966 3.643 0.201
H 0.494 3.939 1.891
H -0.912 5.202 0.254
H -1.410 3.684 -0.492
H -3.063 4.740 1.170
H -1.870 4.385 2.435
H -2.735 2.831 3.698
H -4.331 3.145 2.971
H -4.330 0.961 4.072
H -2.892 0.460 3.180
H -4.877 -0.512 2.098
H -5.631 1.081 1.986
H -3.036 0.249 0.612
H -5.092 -0.675 -0.454
H -5.769 0.951 -0.555
H -4.318 0.539 -1.473
H -3.126 2.483 -0.405
H -4.565 2.891 0.553
*
```

**HOMO**: -0.300 hartree
**Relative energy (zero: lowest compared OMol25 entry of this formula, charge and spin)**: 1.076 eV
**LUMO**: 0.177 eV
**Maximum force**: 1.03 eV/A
**Gap between HOMO and LUMO**: 8.33 eV